Entry 1:
A single C10H11N3 molecule in a non-equilibrium geometry. Source: the Open Molecules 2025 dataset; level of theory: ωB97M-V/def2-TZVPD.

```
24
Properties=species:S:1:pos:R:3:mulliken_charge:R:1
N 2.41109 -0.27172 3.48611 -0.6056
N 1.59219 1.45364 2.03241 -0.6244
N -1.13243 0.35687 -1.78249 0.0558
C -1.40778 1.78935 -1.99988 -0.9875
C -0.17953 -1.43876 -0.38626 -0.4096
C 1.05709 -0.88420 1.61022 0.5473
C 0.99475 0.49062 1.25107 -0.1834
C 0.46846 -1.81918 0.74732 -0.9728
C 1.87639 -1.19821 2.72642 -0.3370
C 2.21981 0.99865 3.08530 -0.0686
C 0.26743 0.90417 0.12241 -0.1711
C -0.38343 -0.03204 -0.68491 1.0213
C -1.91743 -0.61986 -2.50425 -0.9852
H -0.46377 2.36793 -2.12332 0.3011
H -2.49886 -0.08297 -3.24198 0.3052
H -1.93937 2.23854 -1.15637 0.3714
H 2.63615 1.74766 3.75215 0.4065
H -1.22869 -1.32578 -3.07323 0.2849
H 2.05915 -2.25334 3.00885 0.3473
H 0.12835 1.98220 -0.08534 0.3802
H 0.62946 -2.88300 0.96475 0.3209
H -0.58978 -2.21201 -1.01743 0.3589
H -2.02239 1.91120 -2.90519 0.2981
H -2.57686 -1.21977 -1.82637 0.3465
```

Kohn-Sham gap   8.35 eV
SMILES   CN(C)c1ccc2cncnc2c1
Total charge   0
DFT total energy   -15018.565 eV
HOMO energy   -7.998 eV
Energy relative to the best compared isomer or geometry (same formula, charge and spin)   0.654 eV

---

Entry 2:
A gas-phase ion, C7H13N2O2 (charge +1) in a non-equilibrium geometry. Source: the Open Molecules 2025 dataset; level of theory: ωB97M-V/def2-TZVPD.

```
24
Properties=species:S:1:pos:R:3:mulliken_charge:R:1
O 1.85484 -2.46804 1.11009 -0.3909
O -0.81167 -3.17962 1.99523 -0.5611
N 0.64535 -1.69215 1.31196 0.5135
N -0.49475 -2.12910 1.62765 0.1274
C -0.05901 0.65352 -1.54591 -1.0122
C -0.96581 -0.09559 1.04014 0.0587
C 0.75851 -0.41232 -0.88604 -0.8779
C 1.45895 0.67652 1.26988 -1.4051
C 0.54222 -0.32144 0.67422 0.7241
C -1.89920 0.30363 0.00180 -0.6201
C -1.51647 0.33287 -1.42565 -0.7714
H 1.86784 -0.51577 -1.09131 0.3893
H -2.58821 1.18804 0.30137 0.4198
H -1.33828 0.11472 2.09267 0.3870
H -1.82472 -0.48266 -1.99645 0.4802
H 0.12446 1.57712 -1.05364 0.3904
H 2.54504 0.52114 1.17295 0.3795
H 0.25678 0.81240 -2.50888 0.4974
H -1.97214 1.22080 -1.89538 0.3235
H -2.77684 -0.43868 -0.08145 0.3157
H 1.21402 0.73979 2.28875 0.4808
H 1.21029 1.68130 0.83541 0.3242
H 0.42725 -1.40935 -1.18943 0.4575
H 1.78624 -3.24130 1.64035 0.3694
```

Kohn-Sham gap (alpha / beta)   8.60 / 8.60 eV
Total charge   +1
DFT total energy   -14531.738 eV
HOMO energy (alpha / beta)   -14.257 / -14.256 eV
Energy relative to the best compared isomer or geometry (same formula, charge and spin)   6.854 eV

---

Entry 3:
2 unconnected molecules or ions with the total composition C4H9N2S in a non-equilibrium geometry. Source: the Open Molecules 2025 dataset; level of theory: ωB97M-V/def2-TZVPD.

```
16
Properties=species:S:1:pos:R:3:mulliken_charge:R:1
S -1.78492 -1.70026 0.52736 -0.0835
N -1.11234 0.86875 -0.06085 -0.0159
N 1.28320 -0.53326 0.01618 -0.1970
C 1.65745 -1.89905 0.15852 -0.9806
C -1.06505 -0.35271 0.20235 0.6914
C -2.44248 1.46146 -0.26786 -0.8339
C 2.12543 0.40369 -0.08698 -0.1549
H -3.00541 1.82900 0.61827 0.3337
H -3.14776 0.70831 -0.55799 0.3077
H 1.14730 -2.36805 -0.67755 0.3517
H -0.32109 1.48527 -0.05764 0.1882
H 1.67340 1.43360 -0.10132 0.0807
H 3.18988 0.27630 0.07081 0.2900
H -2.42344 2.30219 -1.02278 0.3171
H 2.76205 -1.97714 -0.04553 0.3260
H 1.46379 -1.93809 1.28501 0.3793
```

Kohn-Sham gap   9.14 eV
Total charge   +1
DFT total energy   -18099.759 eV
HOMO energy   -14.280 eV
Energy relative to the best compared isomer or geometry (same formula, charge and spin)   3.768 eV

---

Entry 4:
A single C4H6O2S molecule in a non-equilibrium geometry. Source: the Open Molecules 2025 dataset; level of theory: ωB97M-V/def2-TZVPD.

```
13
Properties=species:S:1:pos:R:3:mulliken_charge:R:1
S -2.45562 0.05703 0.13889 0.8199
O -2.74500 1.40140 -0.24343 -0.4990
O -3.36974 -1.05424 -0.00274 -0.5006
C 1.41616 0.22953 0.73877 -0.4933
C -0.89970 -0.51558 -0.23416 -0.4578
C 1.56725 -0.09868 -0.68501 -0.6471
C 0.22855 0.38369 -0.19225 -0.0182
H -0.15019 1.31138 -0.36519 0.5617
H 1.74890 1.06947 1.22157 0.2759
H 1.82051 -1.17295 -0.92392 0.2203
H -0.68615 -1.53957 0.16532 0.2691
H 2.25210 0.53305 -1.17864 0.2741
H 1.27292 -0.60454 1.56080 0.1951
```

Kohn-Sham gap (alpha / beta)   7.79 / 7.79 eV
SMILES   O=S(=O)=CC1CC1
Total charge   0
DFT total energy   -19171.421 eV
HOMO energy (alpha / beta)   -8.984 / -8.985 eV
Energy relative to the best compared isomer or geometry (same formula, charge and spin)   3.886 eV

---

Entry 5:
A molecular structure, C12H33CdCrFN3O7S in a non-equilibrium geometry. Source: the Open Molecules 2025 dataset; level of theory: ωB97M-V/def2-TZVPD.

```
59
Properties=species:S:1:pos:R:3:mulliken_spin:R:1
Cd 8.26416 -16.46061 11.31726 0.0114
Cr 5.90928 -19.37404 12.34337 3.4243
S 6.25197 -17.17994 13.79532 -0.0042
F 7.14368 -18.47904 11.06236 -0.0484
O 7.13554 -16.36733 13.00960 -0.0008
O 5.77079 -16.72244 15.04631 -0.0291
O 9.32360 -17.48196 9.27670 -0.0001
O 5.04165 -15.66052 7.86089 -0.0003
O 11.12227 -21.45262 10.25886 0.0000
O 6.85551 -18.57710 13.89212 -0.1814
O 5.18305 -17.62878 12.81594 -0.1690
N 6.73766 -15.74239 9.92433 -0.0019
N 7.81702 -23.19643 10.39995 -0.0005
N 9.92105 -17.58142 12.12288 -0.0005
C 5.36606 -15.18728 10.16015 0.0004
C 4.82062 -14.68726 8.84330 0.0002
C 10.47918 -18.24762 9.75950 -0.0004
C 9.09737 -17.73303 7.90187 0.0002
C 8.93847 -22.54668 9.70748 -0.0001
C 10.99540 -17.75221 11.11479 -0.0009
C 9.98243 -22.15079 10.75369 -0.0009
C 12.03750 -18.75297 11.56631 -0.0002
C 4.92445 -15.22948 6.49673 0.0000
C 5.35447 -14.08927 11.22599 0.0003
C 8.39718 -21.34487 8.94680 -0.0004
C 11.74899 -22.02339 9.14283 0.0000
H 9.44609 -23.25803 9.05517 -0.0005
H 3.74343 -14.55138 8.99630 -0.0001
H 10.17513 -19.29355 9.80772 0.0009
H 10.34647 -17.20913 12.97338 -0.0006
H 9.70274 -18.54076 12.40894 0.0005
H 3.88928 -14.89263 6.40005 0.0000
H 7.70273 -21.63140 8.15275 -0.0002
H 10.35352 -23.08055 11.19498 0.0001
H 5.53840 -14.33143 6.36104 0.0000
H 7.46891 -22.59542 11.14544 0.0002
H 6.10451 -13.32119 11.01353 0.0002
H 5.23747 -13.70246 8.60191 0.0000
H 12.41850 -18.52982 12.56671 0.0000
H 9.96994 -17.52741 7.27398 -0.0001
H 12.93463 -18.72694 10.94640 0.0000
H 12.71416 -21.55713 8.91406 0.0000
H 5.25563 -16.00587 5.82008 0.0000
H 11.43182 -16.76160 10.95876 -0.0001
H 7.01950 -23.26596 9.77579 0.0003
H 9.60824 -21.43776 11.49461 0.0011
H 4.79883 -16.03202 10.55883 0.0014
H 8.77461 -18.72895 7.59284 0.0000
H 4.38266 -13.60329 11.28045 0.0001
H 7.86323 -20.65579 9.60605 -0.0002
H 11.65449 -19.77523 11.54672 -0.0001
H 11.17782 -21.90316 8.21927 0.0000
H 12.10841 -23.04673 9.30570 0.0000
H 8.35192 -17.01042 7.56814 0.0002
H 5.62883 -14.47520 12.20647 -0.0007
H 11.30339 -18.10448 9.06270 -0.0001
H 9.16574 -20.77440 8.41127 0.0000
H 7.23660 -14.98361 9.43923 0.0002
H 6.54663 -16.32438 9.09345 -0.0002
```

Kohn-Sham gap (alpha / beta)   4.51 / 6.03 eV
Total charge   +2
DFT total energy   -78303.682 eV
HOMO energy (alpha / beta)   -14.638 / -14.642 eV
2S+1   4

---

Entry 6:
A molecular structure, C38H57CaINOP2. Source: the Open Molecules 2025 dataset; level of theory: ωB97M-V/def2-TZVPD.

```
101
Properties=species:S:1:pos:R:3:mulliken_charge:R:1
I -1.54351 0.23389 -3.89527 -0.5777
Ca -0.86218 -0.20796 -0.91009 0.3731
P -1.01925 -1.47456 1.84523 0.1624
P 1.90996 -0.25463 -1.99177 1.0446
O -2.92469 0.01212 -0.48135 1.2686
N 0.85839 0.54039 0.69758 1.3907
C -1.44851 2.26264 5.65626 -1.7601
C -5.85615 -2.52772 -0.29235 -1.3189
C 1.49565 2.44809 -2.29292 -1.1321
C 2.81058 -1.58131 -2.91044 0.6487
C 2.90955 0.06577 -0.51456 0.5479
C -0.83629 1.80756 4.35949 0.4293
C -5.17111 -1.73798 -1.41449 0.4107
C 3.57410 1.57620 -3.41340 -1.6810
C -2.50829 3.46518 -0.73786 -1.5134
C 2.13166 1.26996 -3.02805 0.3511
C -4.12562 0.50715 -0.61790 -0.2954
C -4.35470 1.85503 -0.21744 0.0718
C 2.18513 -1.77751 -4.28908 -1.5818
C 2.74414 -2.86780 -2.08813 -1.6351
C 0.07870 -2.78680 2.56089 0.6268
C -0.07194 2.67411 3.58121 -0.7980
C -0.23575 -4.10898 1.86063 -1.6171
C 4.40541 0.48339 1.77887 -1.3791
C -2.71456 -1.89095 2.52050 0.9445
C 4.29510 -0.08106 -0.50988 0.0011
C 5.07944 0.11774 0.61442 0.2318
C -6.44960 0.37794 -1.25105 -0.6673
C -3.56163 3.48793 1.56248 -1.7408
C -3.63715 -0.67029 2.58740 -1.9941
C 1.54484 -2.42153 2.36587 -1.5434
C -3.18631 2.63428 0.35265 2.5863
C -2.77632 -2.66936 3.83632 -1.9363
C -0.54338 0.09661 2.64796 1.0400
C 0.47380 2.26192 2.38339 0.1888
C 2.21583 0.44304 0.67363 -1.5706
C 6.57050 -0.08013 0.59040 -1.7213
C -1.05923 0.52973 3.87066 -0.2104
C -3.81120 -2.36143 -1.71623 -1.0085
C -5.21801 -0.24945 -1.09726 0.1553
C -6.65787 1.70547 -0.91828 -1.3451
C 3.03828 0.64289 1.81545 -0.3970
C 0.28340 0.95996 1.89898 -1.7155
C -5.60030 2.43206 -0.38887 -0.2647
H 4.04066 0.75147 -3.95477 0.3406
H 3.25520 -3.68263 -2.60640 0.4832
H 0.09895 3.68925 3.92386 0.3493
H 1.63744 3.36825 -2.86527 0.5238
H 1.77254 -2.25554 1.31038 0.1051
H -5.27699 -2.44898 0.63107 0.0926
H -4.67803 -0.99822 2.53946 0.6445
H -0.12182 -2.88224 3.63268 0.5392
H -7.27536 -0.20434 -1.65016 0.4207
H 4.96875 0.64215 2.69379 0.3379
H -2.35829 2.84155 5.47891 0.2638
H -3.10304 -2.54042 1.72662 0.2171
H 3.61693 2.45890 -4.05608 0.5118
H -3.96535 -3.38415 -2.07413 0.5064
H 6.86206 -1.02522 1.05689 0.3031
H -6.85545 -2.14386 -0.08476 0.3764
H 6.94645 -0.09294 -0.43340 0.3564
H 3.20602 -2.73940 -1.10815 0.2737
H -4.26384 4.28290 1.30209 0.3557
H 2.18404 -3.23097 2.72750 0.5927
H 4.17356 1.78014 -2.52394 0.2693
H 1.53170 1.07437 -3.92306 0.6127
H 1.81053 -1.51106 2.89907 0.2541
H -5.93779 -3.58735 -0.55058 0.4356
H -3.28427 -1.80510 -2.48877 0.0672
H -2.67188 3.95782 1.98798 0.4210
H 3.86191 -1.30616 -3.03651 0.2849
H -5.75265 3.46833 -0.10695 0.2987
H 2.26335 -0.88148 -4.90484 0.3057
H -3.19212 4.22807 -1.11830 0.3071
H -1.29081 -4.37885 1.92096 0.3512
H -1.71772 1.41221 6.28318 0.3747
H -1.61560 3.96800 -0.35477 0.3837
H 0.41866 2.30324 -2.18036 0.1110
H -3.81792 -2.89152 4.08019 0.4949
H -1.66471 -0.14725 4.45880 0.1577
H 1.70468 -3.17088 -1.93821 0.2464
H 0.34821 -4.92273 2.29711 0.4670
H 1.93846 2.58684 -1.30374 0.1280
H -2.46142 1.89405 0.70585 -1.3829
H -4.02388 2.87026 2.33390 0.3545
H 2.58051 0.91238 2.75878 0.4259
H -5.77176 -1.87407 -2.32171 0.5559
H -0.76336 2.89558 6.22256 0.4292
H -2.36676 -2.08796 4.66345 0.1750
H -7.62743 2.16458 -1.06306 0.3641
H 1.08010 2.94053 1.79498 0.5280
H -3.46870 0.01369 1.75955 0.4270
H 4.79177 -0.36758 -1.43083 0.1908
H -2.23762 -3.61518 3.79989 0.3909
H -3.50391 -0.12780 3.52449 0.4596
H -3.18066 -2.40809 -0.82546 -0.1751
H 7.09117 0.71743 1.12397 0.3751
H 1.12228 -2.01597 -4.20840 0.2572
H 0.02550 -4.03975 0.80187 0.2434
H -2.22484 2.83507 -1.58452 0.2757
H 2.68861 -2.59262 -4.81385 0.4715
```

Kohn-Sham gap   6.83 eV
Total charge   -1
DFT total energy   -88993.832 eV
HOMO energy   -4.295 eV
Energy relative to the best compared isomer or geometry (same formula, charge and spin)   0.355 eV